Record 1
Here is 2 unconnected molecules or ions with the total composition C6H11N5S at a distorted geometry from the Open Molecules 2025 dataset. Energies are from the ωB97M-V functional and the def2-TZVPD basis.

Last column: natural (NBO) charge in e.
Element x y z (Å)
C1 1.5670 1.5432 -1.6170  0.24
C2 -0.0401 0.3715 -0.5469  0.24
C3 1.5893 -2.0243 0.5527  0.24
C4 -2.3005 -0.1182 -0.5891  0.41
C5 0.8070 0.9241 0.4015  0.19
C6 0.7834 0.8369 1.9053  -0.68
N1 0.4663 0.7630 -1.7494  -0.47
N2 0.4009 -2.3386 0.5471  -0.81
N3 1.7277 1.6146 -0.3011  -0.45
N4 -1.0683 -0.4255 -0.3316  -0.59
N5 -3.2572 -0.8952 -0.3643  -0.67
S1 3.0576 -1.5006 0.5519  0.24
H1 1.9304 2.2419 -2.3547  0.28
H2 -2.4914 0.9123 -0.7778  0.23
H3 1.8237 0.6780 2.3782  0.28
H4 0.0270 0.0272 2.1848  0.25
H5 0.1669 1.6578 2.2262  0.27
H6 0.1227 0.6004 -2.8162  0.49
H7 0.0721 -3.1555 1.0296  0.46
H8 2.6035 2.0472 0.1005  0.48
H9 -0.6273 -1.3467 0.1543  0.45
H10 -4.2214 -0.5583 -0.6294  0.46
H11 -3.1393 -1.8551 0.0455  0.45

Properties
Charge: +2
Relative energy (zero: lowest compared OMol25 entry of this formula, charge and spin), kJ/mol: 0.00
LUMO level, eV: -6.9
2S+1: 1
E_tot, eV: -24669.198


Record 2
Here is 2 unconnected molecules or ions with the total composition ClH5N3P at a distorted geometry from the Open Molecules 2025 dataset. Energies are from the ωB97M-V functional and the def2-TZVPD basis.

Last column: natural (NBO) charge in e.
Element x y z (Å)
N1 -1.7982 -0.6091 -0.7598  -1.17
N2 -0.3910 -0.5946 1.4654  -1.17
N3 1.8155 1.3475 -0.5475  -0.68
P1 -0.3195 -0.6824 -0.1848  1.49
Cl1 0.7816 -2.3372 -0.3767  -0.26
H1 -1.9611 -0.6190 -1.7447  0.39
H2 0.3082 0.0489 1.8725  0.41
H3 -1.2914 -0.2835 1.8007  0.41
H4 0.9564 1.7588 -0.1845  0.29
H5 1.8995 1.9706 -1.3405  0.30

Properties
Relative energy (zero: lowest compared OMol25 entry of this formula, charge and spin), kJ/mol: 311.12
LUMO level (spin up / spin down), eV: -1.2 / -0.9
2S+1: 1
E_tot, eV: -26360.445


Record 3
Here is C12H24BNO in the gas phase at a distorted geometry from the Open Molecules 2025 dataset. Energies are from the ωB97M-V functional and the def2-TZVPD basis.

Last column: natural (NBO) charge in e.
Element x y z (Å)
C1 -2.0442 -2.6298 -0.8455  -0.97
B1 -1.2261 -1.2814 -0.7457  1.02
O1 0.1281 -1.3499 -0.5552  -0.74
C2 0.6398 -0.0600 -0.0802  0.35
C3 1.1990 -0.2734 1.3482  -0.23
C4 0.1854 -1.0294 2.3574  -0.60
C5 2.4728 -1.1047 1.4211  -0.63
C6 1.8477 0.2310 -1.0717  -0.25
C7 1.3486 0.1009 -2.5121  -0.60
C8 2.5542 1.5535 -0.8506  -0.62
C9 -0.6035 0.8988 -0.3623  -0.07
C10 -1.1093 1.9535 0.6720  -0.42
C11 -2.5957 1.5870 0.9271  -0.39
C12 -2.9777 0.7224 -0.2234  -0.20
N1 -1.7055 0.0379 -0.6360  -0.68
H1 -3.1500 -2.5640 -0.5394  0.22
H2 -1.4516 -3.3933 -0.2912  0.24
H3 -2.0467 -2.8514 -1.8477  0.23
H4 1.4124 0.8012 1.6800  0.20
H5 -0.1786 -1.9212 1.7740  0.22
H6 -0.6675 -0.4669 2.5311  0.20
H7 0.6645 -1.1775 3.2464  0.20
H8 2.2957 -1.8877 0.7464  0.22
H9 2.5724 -1.6907 2.2553  0.21
H10 3.3490 -0.6545 1.1349  0.21
H11 2.5547 -0.5492 -0.6907  0.22
H12 0.7288 0.9191 -2.7995  0.19
H13 0.7898 -0.7250 -2.5930  0.22
H14 2.1107 0.0348 -3.1985  0.21
H15 1.7657 2.3184 -1.1774  0.19
H16 3.4116 1.6970 -1.5013  0.22
H17 2.6714 1.8177 0.2311  0.21
H18 -0.2199 1.3516 -1.3456  0.19
H19 -1.2045 2.9208 0.2893  0.21
H20 -0.6551 2.0425 1.5671  0.22
H21 -2.7080 0.9323 1.9122  0.19
H22 -3.2580 2.3693 1.0272  0.21
H23 -3.7268 -0.0008 -0.1321  0.21
H24 -3.1735 1.3207 -1.1217  0.18

Properties
Relative energy (zero: lowest compared OMol25 entry of this formula, charge and spin), kJ/mol: 0.00
LUMO level, eV: 0.8
SMILES: CB1OC(C(C)C)(C(C)C)[C@@H]2CCCN12
2S+1: 1
E_tot, eV: -17047.607


Record 4
Here is 6 unconnected molecules or ions with the total composition C21H54N2O10 at a distorted geometry from the Open Molecules 2025 dataset. Energies are from the ωB97M-V functional and the def2-TZVPD basis.

Last column: Mulliken charge in e.
Element x y z (Å)
C1 12.1789 19.1096 -3.2706  -1.59
C2 13.5910 19.7167 -3.3662  0.72
C3 14.5281 19.0306 -4.3566  -0.58
O1 14.8305 17.7837 -3.7464  -0.40
C4 15.8798 17.9319 -2.7263  -0.58
N1 13.3393 21.1048 -3.6800  -0.64
H1 11.6896 18.9952 -4.2378  0.37
H2 11.5279 19.6244 -2.5639  0.39
H3 12.1597 18.0509 -3.0121  0.38
H4 14.1758 19.8435 -2.4552  -0.08
H5 15.3308 19.7680 -4.3530  0.19
H6 14.2571 18.8743 -5.4007  0.44
H7 15.6438 18.5599 -1.8672  0.27
H8 16.8307 18.2206 -3.1741  0.20
H9 15.9173 16.9023 -2.3703  0.30
H10 12.8748 21.4451 -4.5098  0.22
H11 12.9148 21.5104 -2.8583  0.22
C5 18.3866 21.1257 -7.0233  0.17
C6 18.0206 21.0833 -8.4366  -0.29
O2 17.0831 19.9872 -8.5653  -0.53
O3 18.8284 19.8733 -6.5654  -0.61
H12 17.6012 21.4402 -6.3361  0.06
H13 19.1858 21.8540 -6.8858  0.03
H14 18.9038 21.1090 -9.0749  0.25
H15 17.3238 21.8854 -8.6798  0.26
H16 17.2528 19.3296 -7.8868  0.32
H17 19.1904 20.0493 -5.6939  0.30
C7 17.6196 23.8527 -4.3706  -0.31
C8 16.1425 23.5703 -4.6168  -0.68
O4 15.8477 22.3113 -3.9921  -0.26
O5 17.7466 24.7038 -3.2243  -0.52
H18 18.0371 24.2411 -5.2996  0.31
H19 18.2209 22.9482 -4.2790  0.20
H20 15.8554 23.3194 -5.6379  0.50
H21 15.4518 24.3997 -4.4645  0.51
H22 14.8926 22.2154 -3.9728  0.17
H23 17.6205 24.2476 -2.3891  0.25
C9 12.8554 27.5305 -5.0644  -0.56
C10 14.3091 27.4644 -5.5373  -0.27
O6 15.3256 27.8695 -4.6518  -0.47
O7 12.7190 26.7620 -3.9408  -0.48
H24 12.2355 27.1256 -5.8643  0.40
H25 12.4993 28.5384 -4.8511  0.28
H26 14.3115 28.1557 -6.3800  0.31
H27 14.6549 26.5001 -5.9096  0.16
H28 14.8619 28.0213 -3.8250  0.32
H29 12.1107 26.0656 -4.1988  0.32
C11 14.6412 23.4233 -0.1088  -0.37
C12 15.7245 24.5553 -0.4129  -0.32
O8 16.9890 23.8745 -0.6217  -0.61
O9 14.4059 23.4283 1.2826  -0.54
H30 15.0011 22.4647 -0.4826  0.26
H31 13.7249 23.7557 -0.5967  0.34
H32 15.8301 25.2139 0.4492  0.40
H33 15.5882 25.1166 -1.3373  0.19
H34 17.2873 23.5855 0.2438  0.29
H35 13.6846 22.7962 1.3254  0.32
C13 21.8775 22.7510 -4.2635  -1.21
C14 22.8883 23.9583 -4.6205  1.40
C15 22.4193 24.9362 -5.7692  -1.36
C16 21.2544 25.7915 -5.5391  0.24
C17 21.5329 26.6520 -4.3454  -1.35
C18 22.1111 25.9337 -3.1038  1.57
N2 23.0921 24.8462 -3.4206  0.45
O10 23.6321 24.1807 -2.3767  -0.36
C19 22.7350 27.0455 -2.2336  -1.80
C20 20.8677 25.3392 -2.3746  -1.47
C21 24.2810 23.2773 -5.0281  -1.69
H36 21.9481 21.8327 -4.8465  0.44
H37 20.8571 23.1081 -4.4029  0.02
H38 21.9982 22.3858 -3.2436  0.36
H39 23.2764 25.6001 -5.8820  0.26
H40 22.1585 24.4614 -6.7150  0.51
H41 20.4392 25.1010 -5.3230  -0.40
H42 20.9477 26.2234 -6.4917  0.50
H43 20.6187 27.1901 -4.0947  0.55
H44 22.3493 27.3238 -4.6105  0.37
H45 23.4734 27.6326 -2.7796  0.42
H46 22.0311 27.7864 -1.8546  0.36
H47 23.2102 26.6066 -1.3562  0.44
H48 21.0725 24.8243 -1.4360  0.39
H49 20.1028 26.1129 -2.3068  0.47
H50 20.5531 24.4981 -2.9923  0.22
H51 25.1080 23.9715 -4.8789  0.44
H52 24.1435 22.8493 -6.0210  0.41
H53 24.4722 22.4135 -4.3914  0.41
H54 22.9025 23.6487 -2.0507  0.45

Properties
Charge: +1
<S²>: 0.755
LUMO level (spin up / spin down), eV: -2.5 / -6.8
2S+1: 2
E_tot, eV: -46093.430


Question: Look up the E_tot of the first one.
Answer: -24669.198 eV


Question: Which value of E_tot does entry 4 give?
Answer: -46093.430 eV